Density functional theory data (ωB97M-V/def2-TZVPD) for C16H19Br12F9O6 as an isolated structure at a distorted geometry.

Calculated values
Highest occupied orbital energy = -10.2 eV
Frontier orbital gap = 9.474 eV

ORCA input file:
```
! wB97M-V def2-TZVPD RIJCOSX def2/J DEFGRID3
* xyz 0 1
C -6.569 5.182 -0.053
Br -5.083 6.508 -0.049
Br -8.287 5.899 0.644
Br -6.028 3.598 1.075
H -6.688 4.829 -1.078
C 0.305 -0.365 5.752
Br -1.475 0.550 5.419
Br 0.037 -2.147 6.385
Br 1.328 0.762 6.951
H 0.848 -0.433 4.810
C 2.325 -4.619 -0.388
Br 0.699 -5.389 0.336
Br 3.521 -6.080 -0.859
Br 3.162 -3.189 0.660
H 2.001 -4.171 -1.327
C -4.554 -2.311 -1.043
Br -4.200 -0.728 -2.150
Br -2.899 -3.209 -0.521
Br -5.894 -3.478 -1.931
H -4.993 -1.896 -0.136
C -3.662 1.075 1.711
C -2.143 0.914 1.761
O -1.617 0.240 0.583
C -0.359 -0.181 0.527
O 0.486 0.165 1.384
C -0.004 -1.083 -0.651
F 1.168 -0.639 -1.072
F 0.173 -2.338 -0.206
F -0.960 -1.112 -1.645
H -3.907 1.807 0.941
H -4.109 1.345 2.668
H -4.079 0.124 1.379
H -1.937 0.361 2.678
H -1.748 1.899 2.007
C 3.612 -0.813 -3.817
C 2.830 -1.970 -3.398
O 3.259 -3.161 -3.955
C 4.354 -3.878 -3.565
O 5.002 -3.645 -2.586
C 4.767 -5.044 -4.506
F 6.070 -4.999 -4.896
F 4.570 -6.093 -3.714
F 4.016 -5.118 -5.607
H 3.183 0.113 -3.432
H 3.596 -0.694 -4.900
H 4.651 -0.667 -3.521
H 1.817 -1.885 -3.790
H 2.792 -2.038 -2.310
C 0.413 3.436 3.693
C 1.292 3.089 2.491
O 0.596 3.203 1.274
C 1.156 3.608 0.147
O 2.365 3.806 -0.001
C 0.244 3.623 -1.068
F -0.998 3.324 -0.690
F 0.346 4.855 -1.649
F 0.738 2.719 -1.911
H -0.325 2.643 3.816
H -0.023 4.435 3.677
H 0.952 3.488 4.639
H 1.677 2.073 2.576
H 2.193 3.700 2.440
*
```

Density functional theory data (ωB97M-V/def2-TZVPD) for C12H18BeO2S3SbSiTe as an isolated structure.

Calculated values
Highest occupied orbital energy (spin up / spin down) = -0.5 / -1.1 eV
<S²> = 0.75
Frontier orbital gap (spin up / spin down) = 4.956 / 5.557 eV

ORCA input file:
```
! wB97M-V def2-TZVPD RIJCOSX def2/J DEFGRID3
* xyz -2 2
Be 0.421 -0.580 1.047
S 2.935 3.186 1.134
Sb 2.359 1.305 2.333
S -0.174 1.024 2.212
S 2.419 -0.526 0.713
C -1.859 0.216 -2.493
Si -0.105 0.273 -1.754
C 0.895 1.471 -2.813
C 0.599 -1.409 -2.310
H -1.790 0.176 -3.593
H -2.477 1.081 -2.224
H -2.380 -0.688 -2.148
H 1.059 1.050 -3.816
H 1.870 1.644 -2.337
H 0.398 2.444 -2.913
H 0.543 -1.482 -3.407
H 0.046 -2.252 -1.874
H 1.645 -1.501 -1.996
O -1.312 -3.904 1.076
C -1.159 -2.816 0.535
O -0.449 -1.835 0.967
H -1.649 -2.619 -0.430
C -1.611 4.003 -1.543
Te -0.537 2.807 0.086
C -2.653 2.552 0.498
C -3.273 3.906 0.265
C -4.269 4.454 1.064
C -4.746 5.743 0.831
C -4.204 6.497 -0.202
C -3.193 5.960 -1.000
C -2.727 4.662 -0.791
H -1.998 3.242 -2.231
H -1.000 4.709 -2.109
H -2.805 2.176 1.507
H -3.025 1.812 -0.216
H -4.661 3.876 1.895
H -5.528 6.155 1.459
H -4.562 7.504 -0.389
H -2.755 6.555 -1.796
*
```

Density functional theory data (ωB97M-V/def2-TZVPD) for C37H37F3N11O5PSSeTi as an isolated structure at a distorted geometry.

Calculated values
Highest occupied orbital energy = -13.3 eV
Frontier orbital gap = 6.595 eV

ORCA input file:
```
! wB97M-V def2-TZVPD RIJCOSX def2/J DEFGRID3
* xyz 2 1
Ti -1.064 -1.694 -0.155
C 0.932 -0.952 -5.869
C -0.301 -0.346 -5.207
N -1.056 -1.323 -4.425
C -0.747 -1.653 -3.181
S -1.818 -2.708 -2.277
N 0.398 -1.237 -2.672
N 0.558 -1.520 -1.371
C 1.755 -1.567 -0.867
C 2.985 -1.375 -1.682
C 1.796 -1.936 0.539
C 2.969 -2.229 1.219
C 2.900 -2.678 2.528
C 1.659 -2.831 3.117
C 0.535 -2.497 2.384
N 0.587 -2.053 1.128
H 1.397 -0.212 -6.519
H 1.648 -1.261 -5.109
H 0.665 -1.819 -6.471
H 0.006 0.456 -4.534
H -0.979 0.060 -5.955
H -1.862 -1.763 -4.836
H 2.728 -0.875 -2.613
H 3.732 -0.795 -1.143
H 3.422 -2.347 -1.927
H 3.922 -2.134 0.721
H 3.802 -2.922 3.073
H 1.556 -3.207 4.123
H -0.444 -2.618 2.821
N 0.195 0.119 3.327
N -1.108 0.274 3.805
C -2.196 -0.189 3.224
N -3.363 0.011 3.837
N -2.050 -0.910 2.055
N -3.112 -1.256 1.370
O -4.244 -0.873 1.561
O -2.863 -2.094 0.441
H 0.812 0.690 3.888
H 0.225 0.443 2.344
H -1.217 0.714 4.706
H -3.405 0.475 4.730
H -4.221 -0.230 3.375
O 0.144 0.977 0.804
P 0.283 2.475 0.606
C 0.932 2.915 -1.021
C 0.536 4.042 -1.732
C 1.137 4.328 -2.948
C 2.132 3.498 -3.449
C 2.535 2.380 -2.733
C 1.934 2.088 -1.518
C -1.200 3.400 1.079
C -2.393 2.728 1.315
C -3.534 3.424 1.680
C -3.481 4.805 1.810
C -2.283 5.478 1.616
C -1.140 4.780 1.258
C 1.513 3.144 1.772
C 2.692 3.761 1.369
C 3.578 4.255 2.318
C 3.289 4.144 3.669
C 2.100 3.553 4.078
C 1.216 3.061 3.133
H -0.254 4.676 -1.352
H 0.834 5.204 -3.505
H 2.600 3.728 -4.397
H 3.329 1.753 -3.117
H 2.242 1.229 -0.933
H -2.419 1.653 1.190
H -4.467 2.898 1.840
H -4.375 5.357 2.065
H -2.242 6.552 1.738
H -0.198 5.299 1.132
H 2.915 3.871 0.316
H 4.489 4.742 2.000
H 3.980 4.530 4.406
H 1.857 3.497 5.132
H 0.264 2.641 3.444
Se -2.403 -4.447 1.422
N -1.079 -3.915 0.326
C -0.449 -5.012 -0.097
C 0.629 -5.063 -1.013
C 1.157 -6.280 -1.327
C 0.664 -7.495 -0.770
C -0.381 -7.496 0.098
C -0.964 -6.251 0.454
N -1.983 -6.115 1.289
H 0.992 -4.155 -1.473
H 1.979 -6.331 -2.028
H 1.131 -8.426 -1.060
H -0.791 -8.400 0.525
F -3.588 -0.087 -3.356
C -3.731 0.337 -2.097
F -4.259 -0.666 -1.385
F -4.587 1.342 -2.085
C -2.341 0.761 -1.502
O -1.952 1.871 -1.678
O -1.728 -0.181 -0.813
*
```

Quick rundown of total energy, same order as above: -894150.19023, -71452.24922, -182323.69867 eV